{"formula": "C38H90InO8", "method": "ωB97M-V with the def2-TZVPD basis set", "gap_ha": 0.2582, "charge": -1, "e_homo_ev": -4.73, "e_tot_ha": -2293.70692, "molar_mass_g_mol": 789.9, "e_lumo_ev": 2.3, "species": ["C", "C", "C", "In", "O", "C", "C", "C", "C", "C", "C", "C", "H", "H", "H", "H", "H", "H", "H", "H", "H", "H", "H", "H", "H", "H", "H", "H", "H", "H", "H", "H", "C", "C", "O", "C", "C", "H", "H", "H", "H", "H", "H", "H", "H", "H", "H", "C", "C", "O", "C", "C", "H", "H", "H", "H", "H", "H", "H", "H", "H", "H", "C", "C", "O", "C", "C", "H", "H", "H", "H", "H", "H", "H", "H", "H", "H", "C", "C", "O", "C", "C", "H", "H", "H", "H", "H", "H", "H", "H", "H", "H", "C", "C", "O", "C", "C", "H", "H", "H", "H", "H", "H", "H", "H", "H", "H", "C", "C", "O", "C", "C", "H", "H", "H", "H", "H", "H", "H", "H", "H", "H", "C", "C", "O", "C", "C", "H", "H", "H", "H", "H", "H", "H", "H", "H", "H"], "coordinates": [[1.032, 0.267, 4.553], [1.649, 0.955, 3.770], [2.451, 1.716, 2.841], [1.290, 2.027, 0.946], [0.209, 3.795, 1.167], [-1.179, 3.659, 1.086], [-1.887, 4.070, 2.379], [-1.071, 3.639, 3.598], [-3.337, 3.563, 2.488], [-3.563, 2.062, 2.261], [-4.702, 1.565, 3.150], [-3.921, 1.751, 0.804], [0.272, -0.262, 5.060], [3.321, 1.125, 2.555], [2.786, 2.654, 3.281], [2.334, 2.070, -0.483], [0.183, 0.646, 0.789], [-1.549, 4.301, 0.272], [-1.461, 2.628, 0.853], [-1.941, 5.164, 2.393], [-1.647, 3.831, 4.507], [-0.154, 4.217, 3.655], [-0.809, 2.582, 3.565], [-3.679, 3.828, 3.492], [-3.988, 4.103, 1.790], [-2.668, 1.497, 2.531], [-4.854, 0.491, 3.038], [-4.504, 1.776, 4.201], [-5.631, 2.073, 2.882], [-3.750, 0.702, 0.565], [-3.358, 2.358, 0.101], [-4.980, 1.971, 0.638], [1.828, -3.115, 2.792], [3.218, -2.935, 3.369], [3.409, -3.548, 4.638], [3.213, -4.944, 4.681], [4.137, -5.737, 3.771], [1.081, -2.720, 3.481], [1.743, -2.571, 1.851], [1.595, -4.164, 2.594], [3.402, -1.874, 3.536], [3.979, -3.287, 2.662], [2.167, -5.198, 4.467], [3.399, -5.220, 5.721], [3.967, -5.509, 2.718], [3.967, -6.806, 3.910], [5.181, -5.517, 4.001], [-0.826, -1.202, -1.934], [0.685, -1.289, -1.883], [1.191, -2.621, -1.891], [0.856, -3.405, -3.015], [1.362, -2.842, -4.334], [-1.261, -1.757, -1.101], [-1.130, -0.159, -1.847], [-1.242, -1.600, -2.863], [1.014, -0.855, -0.943], [1.139, -0.701, -2.688], [-0.225, -3.585, -3.064], [1.326, -4.375, -2.834], [0.909, -1.879, -4.572], [1.131, -3.528, -5.150], [2.444, -2.697, -4.294], [6.794, 2.283, 5.626], [7.376, 2.773, 4.310], [6.408, 3.178, 3.365], [5.567, 4.249, 3.755], [6.308, 5.548, 4.025], [6.094, 1.466, 5.451], [7.596, 1.925, 6.274], [6.264, 3.073, 6.160], [7.913, 1.960, 3.821], [8.106, 3.574, 4.490], [4.957, 3.965, 4.620], [4.877, 4.385, 2.922], [6.995, 5.465, 4.869], [5.592, 6.337, 4.258], [6.883, 5.849, 3.148], [-1.538, 8.389, -3.733], [-2.452, 7.657, -2.763], [-2.051, 6.337, -2.470], [-0.768, 6.195, -1.870], [-0.623, 6.914, -0.543], [-1.446, 7.830, -4.666], [-1.949, 9.375, -3.958], [-0.538, 8.532, -3.323], [-3.446, 7.556, -3.202], [-2.569, 8.243, -1.843], [0.016, 6.507, -2.570], [-0.643, 5.124, -1.714], [-0.725, 7.997, -0.642], [0.356, 6.700, -0.113], [-1.380, 6.565, 0.161], [5.123, -7.550, -1.667], [5.988, -6.640, -2.523], [5.317, -6.076, -3.633], [4.191, -5.266, -3.326], [4.505, -4.067, -2.450], [4.698, -8.353, -2.271], [5.726, -7.993, -0.873], [4.302, -7.009, -1.194], [6.808, -7.213, -2.957], [6.439, -5.856, -1.903], [3.393, -5.872, -2.882], [3.822, -4.923, -4.294], [4.865, -4.362, -1.463], [3.611, -3.460, -2.299], [5.274, -3.448, -2.915], [-3.740, -3.468, -0.226], [-3.951, -3.038, -1.666], [-3.495, -3.981, -2.628], [-4.107, -5.252, -2.584], [-5.610, -5.228, -2.815], [-2.686, -3.679, -0.041], [-4.056, -2.668, 0.444], [-4.313, -4.362, 0.029], [-3.380, -2.133, -1.862], [-5.001, -2.785, -1.846], [-3.878, -5.763, -1.642], [-3.624, -5.822, -3.379], [-6.136, -4.685, -2.029], [-5.999, -6.247, -2.831], [-5.842, -4.752, -3.769], [-7.327, 1.287, -2.825], [-5.817, 1.125, -2.795], [-5.377, -0.218, -2.886], [-5.738, -0.923, -4.057], [-5.212, -0.308, -5.343], [-7.789, 0.706, -2.026], [-7.586, 2.337, -2.685], [-7.758, 0.964, -3.774], [-5.425, 1.478, -1.841], [-5.351, 1.739, -3.575], [-6.827, -1.053, -4.111], [-5.305, -1.916, -3.927], [-5.631, 0.682, -5.528], [-5.474, -0.943, -6.190], [-4.126, -0.214, -5.301]], "mulliken_charge": [-0.5806, -0.0623, -0.8937, 1.0303, -0.6201, 0.1094, 1.1229, -1.6349, -1.7105, 1.5637, -1.8617, -1.8588, 0.4709, 0.4155, 0.0942, -0.4306, -0.4213, -0.0652, -0.3157, 0.2074, 0.4847, 0.3402, 0.1549, 0.5000, 0.3142, 0.2222, 0.3583, 0.4931, 0.3666, 0.3542, 0.3979, 0.4653, -0.8886, -0.2859, -0.4250, -0.3339, -0.9605, 0.2204, 0.3082, 0.3336, 0.2089, 0.2924, 0.2849, 0.3439, 0.2046, 0.3907, 0.2852, -0.8156, -0.2199, -0.3907, 0.0996, -1.1401, 0.1185, 0.4622, 0.4104, -0.1578, 0.3056, 0.0968, 0.1621, 0.3690, 0.4038, 0.2230, -1.0321, -0.3050, -0.4067, -0.1898, -1.2643, 0.2735, 0.3864, 0.2707, 0.3238, 0.2974, 0.2718, 0.3704, 0.2882, 0.4058, 0.3124, -1.0316, -0.3427, -0.4257, -0.3065, -1.1057, 0.2793, 0.3868, 0.2684, 0.3326, 0.3016, 0.3413, 0.2815, 0.4020, 0.4261, 0.2469, -0.9960, -0.3105, -0.4572, -0.2407, -0.6594, 0.2700, 0.3880, 0.2315, 0.3596, 0.2890, 0.2620, 0.2398, 0.2792, 0.1273, 0.2382, -1.4982, 0.1807, -0.3480, -0.3731, -1.0383, 0.3559, 0.3890, 0.4091, 0.2072, 0.1637, 0.3434, 0.3567, 0.2542, 0.4106, 0.2373, -1.2151, 0.0799, -0.2762, -0.0168, -1.2735, 0.2928, 0.4116, 0.3282, -0.1313, 0.3238, 0.3051, 0.1101, 0.3116, 0.3972, 0.3080]}